Run one
Here is a 2-piece molecular cluster, C3H4N2O overall from the Open Molecules 2025 dataset. Energies are from wB97M-V/def2-TZVPD.

As for the gap between HOMO and LUMO: 10.109 eV. Its SMILES is C#[N+][O-].C#CN. The value obtained for the HOMO energy is -9.5234 eV. The value obtained for the lowest unoccupied orbital energy is 0.585 eV. The net charge is 0.

Last column: natural (NBO) charge in e.
CARTESIAN COORDINATES (ANGSTROEM)
C (0.86, -1.56, 0.64)  -0.06
N (1.61, -1.97, -0.14)  0.20
O (2.39, -2.44, -0.93)  -0.42
H (0.17, -0.94, 1.19)  0.26
C (-0.26, 1.31, -1.44)  -0.30
C (-0.68, 1.13, -0.33)  0.13
N (-1.10, 0.85, 0.94)  -0.85
H (0.10, 1.50, -2.43)  0.25
H (-2.03, 0.44, 0.96)  0.40
H (-1.07, 1.67, 1.54)  0.40



Run two
Here is one molecule with the formula C3H4N2O from the Open Molecules 2025 dataset. Energies are from wB97M-V/def2-TZVPD.

As for the gap between HOMO and LUMO: 10.893 eV. Its SMILES is N#C[C@@]1(N)CO1. The value obtained for the HOMO energy is -9.9934 eV. The value obtained for the lowest unoccupied orbital energy is 0.900 eV. The net charge is 0.

Last column: natural (NBO) charge in e.
CARTESIAN COORDINATES (ANGSTROEM)
N (-2.75, -0.13, -0.27)  -0.26
C (-1.59, -0.15, -0.13)  0.24
C (-0.23, -0.02, 0.19)  0.25
N (0.47, -1.26, 0.31)  -0.84
C (0.48, 1.08, -0.52)  -0.09
O (0.38, 1.02, 0.90)  -0.45
H (1.49, -1.15, 0.58)  0.40
H (-0.02, -2.02, 0.72)  0.39
H (1.48, 0.69, -0.73)  0.16
H (0.30, 1.94, -1.05)  0.21



Run three
Here is one molecule with the formula C3H4N2O from the Open Molecules 2025 dataset. Energies are from wB97M-V/def2-TZVPD.

As for the gap between HOMO and LUMO: 8.863 eV. Its SMILES is NC1=C[C@@H]1N=O. The value obtained for the HOMO energy is -8.5847 eV. The value obtained for the lowest unoccupied orbital energy is 0.278 eV. The net charge is 0.

Last column: natural (NBO) charge in e.
CARTESIAN COORDINATES (ANGSTROEM)
N (-1.63, -0.29, -0.42)  -0.79
C (-0.29, -0.05, -0.43)  0.22
C (0.90, -0.10, -0.93)  -0.27
C (0.72, 0.77, 0.27)  -0.21
N (1.18, 0.32, 1.60)  0.14
O (0.66, -0.71, 1.94)  -0.31
H (-2.01, -0.42, 0.51)  0.40
H (-1.95, -1.00, -1.07)  0.39
H (1.63, -0.39, -1.68)  0.24
H (0.79, 1.86, 0.21)  0.19



Relative to the most stable one, in kJ/mol, the structures come out at run one 246.3; run two 0.0; run three 193.3.



Run one
Here is a 2-piece molecular cluster, C3H4N2O overall from the Open Molecules 2025 dataset. Energies are from wB97M-V/def2-TZVPD.

As for the gap between HOMO and LUMO: 10.062 eV. Its SMILES is C#[N+][O-].C#CN. The value obtained for the HOMO energy is -9.4681 eV. The value obtained for the lowest unoccupied orbital energy is 0.594 eV. The net charge is 0.

Last column: natural (NBO) charge in e.
CARTESIAN COORDINATES (ANGSTROEM)
C (-1.03, 1.52, 0.19)  -0.06
N (-2.15, 1.23, 0.22)  0.20
O (-3.33, 0.97, 0.26)  -0.42
H (0.04, 1.52, 0.15)  0.26
C (0.02, -1.86, -0.33)  -0.30
C (0.85, -0.99, -0.32)  0.13
N (1.73, 0.06, -0.28)  -0.85
H (-0.71, -2.64, -0.34)  0.25
H (2.07, 0.31, -1.20)  0.40
H (2.51, -0.10, 0.35)  0.40



Run two
Here is C3H4N2O as an isolated structure from the Open Molecules 2025 dataset. Energies are from wB97M-V/def2-TZVPD.

As for the gap between HOMO and LUMO: 8.412 eV. The value obtained for the HOMO energy is -8.2647 eV. The value obtained for the lowest unoccupied orbital energy is 0.147 eV. The net charge is 0.

Last column: natural (NBO) charge in e.
CARTESIAN COORDINATES (ANGSTROEM)
O (-2.80, 0.06, 0.05)  -0.41
C (-1.85, 0.00, -0.60)  0.95
N (0.35, 0.92, 1.27)  -0.75
C (1.05, 0.06, 0.65)  -0.01
C (0.93, -0.61, -0.60)  -0.21
N (-0.83, -0.18, -1.29)  -0.73
H (0.83, 1.25, 2.10)  0.34
H (2.07, -0.30, 0.95)  0.19
H (0.88, -1.70, -0.48)  0.18
H (-0.63, 0.49, -2.03)  0.45



Run three
Here is one molecule with the formula C3H4N2O from the Open Molecules 2025 dataset. Energies are from wB97M-V/def2-TZVPD.

As for the gap between HOMO and LUMO: 10.115 eV. Its SMILES is O=C1CN=CN1. The value obtained for the HOMO energy is -9.4931 eV. The value obtained for the lowest unoccupied orbital energy is 0.622 eV. The net charge is 0.

Last column: natural (NBO) charge in e.
CARTESIAN COORDINATES (ANGSTROEM)
O (-1.37, 1.78, 0.09)  -0.56
C (-0.58, 0.87, 0.07)  0.66
C (-0.82, -0.63, 0.14)  -0.39
N (0.49, -1.23, 0.19)  -0.40
C (1.40, -0.31, 0.04)  0.09
N (0.82, 0.97, 0.00)  -0.65
H (-1.38, -0.93, 1.02)  0.25
H (-1.36, -1.00, -0.75)  0.25
H (1.67, -1.11, -0.72)  0.34
H (1.29, 1.87, -0.04)  0.43



Relative to the most stable one, in kJ/mol, the structures come out at run one 262.9; run two 152.0; run three 0.0.



Run one
Here is a 2-piece molecular cluster, C3H4N2O overall from the Open Molecules 2025 dataset. Energies are from wB97M-V/def2-TZVPD.

As for the gap between HOMO and LUMO: 9.725 eV. The value obtained for the HOMO energy is -9.3336 eV. The value obtained for the lowest unoccupied orbital energy is 0.391 eV. The net charge is 0.

Last column: natural (NBO) charge in e.
CARTESIAN COORDINATES (ANGSTROEM)
O (-1.48, -1.84, 0.30)  -0.58
C (-0.59, -1.06, 0.07)  0.62
C (-0.51, 0.35, 0.69)  -0.32
N (0.56, 0.96, -0.03)  -0.60
C (1.05, 0.01, -0.86)  0.31
N (0.41, -1.12, -0.90)  -0.54
H (-1.88, 0.29, 0.15)  0.25
H (-0.52, 0.46, 1.78)  0.25
H (1.04, 1.79, 0.24)  0.42
H (1.92, 0.22, -1.45)  0.20



Run two
Here is a 2-piece molecular cluster, C3H4N2O overall from the Open Molecules 2025 dataset. Energies are from wB97M-V/def2-TZVPD.

As for the gap between HOMO and LUMO: 9.032 eV. The value obtained for the HOMO energy is -9.4961 eV. The value obtained for the lowest unoccupied orbital energy is -0.465 eV. The net charge is 0.

Last column: natural (NBO) charge in e.
CARTESIAN COORDINATES (ANGSTROEM)
O (-0.94, 2.22, 0.39)  -0.65
C (-0.14, 1.34, -0.17)  0.27
C (0.76, 0.93, -0.90)  -0.26
N (1.04, -1.35, -0.13)  -0.72
C (-0.11, -1.22, 0.38)  0.29
N (-0.98, -0.39, 0.72)  -0.43
H (-1.48, 1.76, 1.04)  0.51
H (1.53, 0.70, -1.60)  0.25
H (1.30, -2.16, -0.68)  0.39
H (-0.98, -1.83, 0.95)  0.35



Relative to the most stable one, in kJ/mol, the structures come out at run one 0.0; run two 438.8.



Run one
Here is one molecule with the formula C3H4N2O from the Open Molecules 2025 dataset. Energies are from wB97M-V/def2-TZVPD.

As for the gap between HOMO and LUMO: 9.263 eV. Its SMILES is Oc1c[nH]cn1. The value obtained for the HOMO energy is -8.4344 eV. The value obtained for the lowest unoccupied orbital energy is 0.828 eV. The net charge is 0.

Last column: natural (NBO) charge in e.
CARTESIAN COORDINATES (ANGSTROEM)
O (-0.07, 0.80, 2.12)  -0.66
C (0.09, 0.23, 0.90)  0.39
C (-0.23, 0.78, -0.31)  -0.23
N (0.01, -0.23, -1.22)  -0.52
C (0.46, -1.29, -0.52)  0.18
N (0.54, -1.05, 0.77)  -0.47
H (-0.80, 1.42, 1.99)  0.48
H (-0.45, 1.80, -0.59)  0.22
H (-0.28, -0.23, -2.18)  0.42
H (0.72, -2.23, -0.99)  0.20



Run two
Here is one molecule with the formula C3H4N2O from the Open Molecules 2025 dataset. Energies are from wB97M-V/def2-TZVPD.

As for the gap between HOMO and LUMO: 9.579 eV. Its SMILES is Nc1cnoc1. The value obtained for the HOMO energy is -8.6777 eV. The value obtained for the lowest unoccupied orbital energy is 0.902 eV. The net charge is 0.

Last column: natural (NBO) charge in e.
CARTESIAN COORDINATES (ANGSTROEM)
N (-0.19, -1.41, 0.75)  -0.81
C (-0.25, -0.14, 0.19)  0.02
C (0.64, 0.02, -0.91)  -0.09
N (1.03, 1.25, -1.06)  -0.10
O (0.28, 1.96, -0.18)  -0.28
C (-0.54, 1.14, 0.53)  0.05
H (0.56, -1.81, 0.18)  0.39
H (-1.01, -1.93, 1.03)  0.39
H (0.75, -0.73, -1.69)  0.21
H (-1.26, 1.65, 1.16)  0.21



Relative to the most stable one, in kJ/mol, the structures come out at run one 0.0; run two 235.5.



Run one
Here is one molecule with the formula C3H4N2O from the Open Molecules 2025 dataset. Energies are from wB97M-V/def2-TZVPD.

As for the gap between HOMO and LUMO: 9.893 eV. Its SMILES is NNc1cc1=O. The value obtained for the HOMO energy is -9.0657 eV. The value obtained for the lowest unoccupied orbital energy is 0.828 eV. The net charge is 0.

Last column: natural (NBO) charge in e.
CARTESIAN COORDINATES (ANGSTROEM)
N (-1.57, 1.02, 0.06)  -0.65
N (-1.13, -0.26, -0.03)  -0.44
C (0.30, -0.49, -0.08)  0.13
C (1.43, -1.28, -0.19)  -0.27
C (1.54, 0.14, -0.13)  0.48
O (2.17, 1.12, 0.07)  -0.59
H (-1.18, 1.63, -0.66)  0.37
H (-1.50, 1.36, 1.05)  0.35
H (-1.83, -0.91, 0.16)  0.39
H (1.77, -2.34, -0.25)  0.23



Run two
Here is one molecule with the formula C3H4N2O from the Open Molecules 2025 dataset. Energies are from wB97M-V/def2-TZVPD.

As for the gap between HOMO and LUMO: 9.908 eV. Its SMILES is Oc1cc[nH]n1. The value obtained for the HOMO energy is -8.9174 eV. The value obtained for the lowest unoccupied orbital energy is 0.991 eV. The net charge is 0.

Last column: natural (NBO) charge in e.
CARTESIAN COORDINATES (ANGSTROEM)
O (-1.39, -0.89, -1.59)  -0.65
C (-0.58, -0.33, -0.67)  0.45
C (0.84, -0.49, -0.53)  -0.47
C (1.08, 0.08, 0.69)  0.02
N (-0.07, 0.59, 1.17)  -0.35
N (-1.11, 0.35, 0.33)  -0.36
H (-2.30, -0.68, -1.30)  0.49
H (1.62, -0.07, -1.14)  0.25
H (2.03, 0.11, 1.21)  0.22
H (-0.13, 1.33, 1.83)  0.41



Run three
Here is one molecule with the formula C3H4N2O from the Open Molecules 2025 dataset. Energies are from wB97M-V/def2-TZVPD.

As for the gap between HOMO and LUMO: 9.863 eV. The value obtained for the HOMO energy is -9.1378 eV. The value obtained for the lowest unoccupied orbital energy is 0.725 eV. The net charge is 0.

Last column: natural (NBO) charge in e.
CARTESIAN COORDINATES (ANGSTROEM)
N (1.87, 0.01, -0.48)  -0.81
C (0.57, 0.04, -0.11)  0.64
N (-0.28, 0.97, -0.14)  -0.50
C (-1.51, 0.30, 0.24)  -0.43
C (-1.20, -1.09, 0.70)  0.28
O (0.08, -1.21, 0.35)  -0.49
H (2.34, 0.90, -0.54)  0.41
H (2.42, -0.78, -0.16)  0.41
H (-2.22, 0.91, 0.81)  0.24
H (-2.06, -0.04, -0.67)  0.25



Run four
Here is one molecule with the formula C3H4N2O from the Open Molecules 2025 dataset. Energies are from wB97M-V/def2-TZVPD.

As for the gap between HOMO and LUMO (alpha / beta): 8.190 / 8.187 eV. Its SMILES is Oc1ccn[nH]1. The value obtained for the HOMO energy (alpha / beta) is -8.4117 / -8.4089 eV. The value obtained for the lowest unoccupied orbital energy (alpha / beta) is -0.222 / -0.222 eV. The net charge is 0.

Last column: natural (NBO) charge in e.
CARTESIAN COORDINATES (ANGSTROEM)
O (0.98, 1.43, -0.08)  -0.70
C (0.57, 0.28, 0.73)  0.20
C (0.75, -0.70, -0.25)  -0.19
C (-0.51, -1.08, -0.65)  -0.12
N (-1.44, -0.56, 0.17)  -0.18
N (-0.80, 0.26, 0.97)  -0.33
H (1.93, 1.48, -0.06)  0.47
H (1.72, -0.88, -0.69)  0.21
H (-0.79, -1.66, -1.51)  0.21
H (-1.32, 0.59, 1.78)  0.41



Relative to the most stable one, in kJ/mol, the structures come out at run one 202.9; run two 0.0; run three 76.8; run four 194.4.



Run one
Here is one molecule with the formula C2H2O2 from the Open Molecules 2025 dataset. Energies are from wB97M-V/def2-TZVPD.

As for the gap between HOMO and LUMO: 9.525 eV. The value obtained for the HOMO energy is -9.4776 eV. The value obtained for the lowest unoccupied orbital energy is 0.048 eV. The net charge is 0.

Last column: natural (NBO) charge in e.
CARTESIAN COORDINATES (ANGSTROEM)
O (1.66, -0.57, -0.67)  -0.47
C (0.94, -0.10, 0.14)  0.67
C (-1.20, 0.51, -0.34)  0.10
O (-0.43, -0.44, 0.18)  -0.52
H (1.21, 0.57, 0.96)  0.14
H (-2.21, 0.04, -0.27)  0.08



Run two
Here is a 2-piece molecular cluster, C2H2O2 overall from the Open Molecules 2025 dataset. Energies are from wB97M-V/def2-TZVPD.

As for the gap between HOMO and LUMO (alpha / beta): 7.841 / 7.662 eV. The value obtained for the HOMO energy (alpha / beta) is -10.2866 / -10.2570 eV. The value obtained for the lowest unoccupied orbital energy (alpha / beta) is -2.445 / -2.595 eV. The net charge is 0.

Last column: natural (NBO) charge in e.
CARTESIAN COORDINATES (ANGSTROEM)
C (1.35, -0.21, 0.72)  -0.29
C (0.14, -0.10, 0.60)  0.32
O (-1.65, 0.43, -1.15)  -0.45
O (-1.05, 0.24, 0.54)  -0.25
H (2.10, -0.91, 0.91)  0.23
H (-0.88, 0.55, -1.62)  0.44



Relative to the most stable one, in kJ/mol, the structures come out at run one 0.0; run two 290.9.